Below is an isolated molecule of C21H23BrN2O2S, with properties calculated with ωB97M-V/def2-TZVPD.

## Properties
* net charge: 0
* HOMO-LUMO gap: 8.8 eV
* ΔE to the lowest compared entry with this formula, charge and spin: 0.00 kcal/mol
* lowest unoccupied orbital energy: 0.2 eV
* SMILES: CCOCCCNC(=O)c1ccc2c(c1)N=C(CC)c1cc(Br)ccc1S2
* HOMO: -8.562 eV

Structure (XYZ):
```
50
C21H23BrN2O2S (ωB97M-V/def2-TZVPD)
C 6.0250 3.3591 -1.2541
C 5.8353 1.9957 -0.6078
O 4.5002 1.5851 -0.8193
C 4.1018 0.4545 -0.0847
C 4.6691 -0.8641 -0.6256
C 4.0784 -2.0700 0.1059
N 2.6523 -2.1870 -0.0823
C 1.7682 -1.8936 0.9038
O 2.1140 -1.5885 2.0277
C 0.3312 -1.9862 0.5040
C -0.1292 -2.8952 -0.4475
C -1.4749 -2.9395 -0.7584
C -2.3651 -2.0804 -0.1380
C -1.9313 -1.1844 0.8492
C -0.5703 -1.1629 1.1590
N -2.7839 -0.4411 1.6162
C -3.7476 0.2830 1.2352
C -4.6199 0.9307 2.2695
C -4.2908 0.4734 3.6827
C -4.0808 0.5750 -0.1804
C -4.2305 1.8853 -0.6224
C -4.5738 2.1349 -1.9385
Br -4.7758 3.9385 -2.5179
C -4.7850 1.1032 -2.8388
C -4.6234 -0.1997 -2.4083
C -4.2656 -0.4648 -1.0948
S -4.0924 -2.1657 -0.5821
H 5.8158 3.2941 -2.3181
H 7.0462 3.7007 -1.1094
H 5.3399 4.0766 -0.8116
H 6.0388 2.0536 0.4729
H 6.5380 1.2730 -1.0490
H 4.3763 0.5653 0.9746
H 3.0107 0.4417 -0.1569
H 4.4489 -0.9283 -1.6942
H 5.7527 -0.8818 -0.5005
H 4.5609 -2.9878 -0.2465
H 4.2386 -1.9723 1.1823
H 2.3199 -2.2996 -1.0265
H 0.5465 -3.5906 -0.9223
H -1.8478 -3.6415 -1.4888
H -0.2150 -0.4900 1.9238
H -4.5074 2.0157 2.1925
H -5.6614 0.7010 2.0244
H -4.4131 -0.6026 3.7675
H -4.9482 0.9613 4.3977
H -3.2602 0.7151 3.9249
H -4.0691 2.7083 0.0567
H -5.0670 1.3155 -3.8582
H -4.7792 -1.0230 -3.0879
```

Below is a structure of composition C21H23CaNS4, with properties calculated with ωB97M-V/def2-TZVPD.

## Properties
* net charge: -2
* HOMO-LUMO gap: 5.7 eV
* ΔE to the lowest compared entry with this formula, charge and spin: 0.00 kcal/mol
* lowest unoccupied orbital energy: 4.7 eV
* HOMO: -0.956 eV

Structure (XYZ):
```
50
C21H23CaNS4 (ωB97M-V/def2-TZVPD)
Ca -0.6747 0.3178 0.1846
C 0.1116 -1.2223 2.7239
C 1.1976 -0.3217 2.6152
C 0.6754 0.9930 2.6336
C -0.7334 0.9098 2.7547
C -1.0809 -0.4642 2.8244
C -2.4541 -0.9992 3.1328
C -1.6650 2.0701 2.9916
C 1.4784 2.2681 2.5679
C 2.6503 -0.6674 2.4224
C 0.1852 -2.7268 2.7334
H -2.5470 -2.0539 2.8517
H -3.2350 -0.4513 2.5970
H -2.6897 -0.9353 4.2045
H -1.4411 2.9208 2.3420
H -1.6082 2.4288 4.0300
H -2.7009 1.7952 2.7900
H 1.5758 2.6724 1.5551
H 2.4937 2.1050 2.9421
H 1.0231 3.0524 3.1799
H 3.0370 -0.2977 1.4695
H 2.8060 -1.7483 2.4201
H 3.2782 -0.2469 3.2187
H -0.1914 -3.1776 1.8089
H -0.3942 -3.1532 3.5598
H 1.2151 -3.0700 2.8521
S -3.8884 3.0755 -2.3672
C -2.7979 2.1520 -1.4621
S -1.0748 2.3700 -1.6115
S -3.3672 0.9898 -0.2827
C -2.8798 -2.4716 -0.1785
C -2.0294 -2.5266 -1.4173
C -2.4694 -3.2584 -2.5473
C -1.6848 -3.3037 -3.6537
C -0.4255 -2.6608 -3.6630
C 0.4400 -2.7363 -4.7799
C 1.6619 -2.1290 -4.7032
C 2.0599 -1.4453 -3.5403
C 1.2543 -1.3265 -2.4151
S 1.8203 -0.5128 -0.9910
C -0.0474 -1.9521 -2.4952
N -0.8870 -1.8823 -1.4117
H -3.5109 -3.3583 -0.0974
H -3.5190 -1.5856 -0.2088
H -2.2513 -2.3973 0.7090
H -3.4291 -3.7604 -2.5174
H -2.0035 -3.8444 -4.5407
H 0.1198 -3.2699 -5.6687
H 2.3385 -2.1733 -5.5506
H 3.0369 -0.9809 -3.4957
```

Below is a structure of composition C21H23F4MnN5O2, with properties calculated with ωB97M-V/def2-TZVPD.

## Properties
* net charge: +2
* HOMO-LUMO gap (alpha / beta): 6.4 / 6.9 eV
* lowest unoccupied orbital energy (alpha / beta): -8.5 / -8.3 eV
* HOMO (alpha / beta): -14.904 / -15.135 eV
* multiplicity: 2

Structure (XYZ):
```
56
C21H23F4MnN5O2 (ωB97M-V/def2-TZVPD)
Mn 0.0439 -0.8813 -0.2748
C -2.1343 -2.9858 -1.6614
C -1.7094 -3.1659 0.6451
N -0.6943 -2.2450 1.2030
C -1.2463 -1.6226 2.4598
C -2.4522 -0.7339 2.2773
C 0.5825 -2.9182 1.5654
C 1.6812 -1.8485 1.7485
N 1.2084 -0.6022 1.1344
C 1.8332 0.5952 1.4486
C 1.0347 1.7485 1.5592
F -0.2827 1.6527 1.3661
C 1.5791 2.9615 1.9249
F 0.7783 4.0110 2.0326
C 2.9338 3.0772 2.1801
C 3.7360 1.9547 2.0696
F 5.0364 2.0359 2.2922
C 3.2042 0.7315 1.7130
F 4.0143 -0.3151 1.5732
H -0.4291 -3.5463 -2.6975
H -2.5746 -2.2741 -2.3600
H -2.5775 -3.9737 -1.8051
H -1.2022 -4.0383 0.2440
H -2.4201 -3.4658 1.4132
H -0.4426 -1.0631 2.9363
H -1.4906 -2.4578 3.1228
H -2.2273 0.1106 1.6317
H -2.7248 -0.3208 3.2482
H -3.3164 -1.2706 1.8854
H 0.8394 -3.6168 0.7689
H 0.4640 -3.4873 2.4889
H 2.6018 -2.1759 1.2647
H 1.9291 -1.6625 2.7943
H 3.3615 4.0304 2.4645
N 1.5370 -0.0293 -1.5001
C 1.0482 1.2023 -2.1006
C 1.7921 2.0427 -2.8710
C 1.1920 3.2021 -3.4216
C -0.1258 3.4749 -3.2035
C -0.9138 2.6105 -2.4035
C -2.2914 2.8064 -2.1477
C -2.9743 1.8996 -1.3883
C -2.2838 0.8090 -0.8422
N -0.9879 0.6237 -1.0212
C -0.3020 1.4874 -1.8339
H 1.6929 -0.7508 -2.2009
H 2.4255 0.1541 -1.0416
H 2.8333 1.8251 -3.0781
H 1.7878 3.8651 -4.0334
H -0.5849 4.3511 -3.6432
H -2.7983 3.6644 -2.5726
H -4.0324 2.0024 -1.1955
H -2.8054 0.0646 -0.2549
O -0.0644 -1.9302 -1.7284
N -0.6966 -3.1493 -1.7996
O -2.3851 -2.4632 -0.3753
```

Below is a structure of composition C21H23IN3O7P2Ru, with properties calculated with ωB97M-V/def2-TZVPD.

## Properties
* net charge: +1
* HOMO-LUMO gap (alpha / beta): 7.5 / 6.8 eV
* lowest unoccupied orbital energy (alpha / beta): -3.8 / -5.2 eV
* HOMO (alpha / beta): -11.306 / -12.049 eV
* multiplicity: 5

Structure (XYZ):
```
58
C21H23IN3O7P2Ru (ωB97M-V/def2-TZVPD)
Ru -0.0588 -0.3123 0.0100
C -0.3619 -0.3328 4.4087
C -0.6406 -0.5012 3.0542
N 0.2720 -0.3646 2.1106
C 1.5451 -0.0398 2.4719
C 1.9165 0.0964 3.8137
C 0.9159 -0.0428 4.7900
C 3.2883 0.3613 4.1394
C 4.2143 0.5027 3.1743
C 3.8580 0.4147 1.7863
C 4.7942 0.5562 0.7407
C 4.3840 0.4115 -0.5522
C 3.0339 0.1389 -0.8179
N 2.1406 0.0355 0.1481
C 2.5378 0.1567 1.4364
H -1.1501 -0.4443 5.1394
H -1.6338 -0.7735 2.7210
H 1.1600 0.0756 5.8386
H 3.5651 0.4319 5.1835
H 5.2504 0.6805 3.4333
H 5.8305 0.7714 0.9704
H 5.0731 0.5053 -1.3793
H 2.6895 0.0045 -1.8415
O -0.8727 1.2165 -3.9810
P 0.2115 0.6518 -2.9991
O 1.3135 -0.0410 -3.6585
O -0.5290 -0.2140 -1.9144
O 0.7433 1.9285 -2.1465
P -0.0763 2.7146 -0.9880
O -1.5897 2.6288 -1.5801
O 0.3391 4.0981 -0.7998
O -0.0301 1.7657 0.2351
H -1.4986 1.8152 -3.5519
H -1.9348 3.5277 -1.6021
I -5.4692 -2.4164 -1.6873
C -4.4083 -0.9970 -0.6028
C -5.0323 0.1086 -0.0454
C -4.2602 1.0085 0.6691
C -2.9089 0.7708 0.8137
N -2.3042 -0.3031 0.2847
C -3.0489 -1.1639 -0.4234
H -6.0958 0.2628 -0.1692
H -4.7031 1.8881 1.1150
H -2.2740 1.4596 1.3566
H -2.5380 -2.0036 -0.8708
C 0.1857 -4.3847 1.0297
C -0.3826 -3.3047 0.1064
C -0.9158 -3.9053 -1.1978
C 0.7012 -2.2593 -0.1780
H -0.5756 -5.1310 1.2590
H 0.5361 -3.9538 1.9702
H 1.0255 -4.8903 0.5495
H -1.2188 -2.8490 0.6539
H -0.2140 -4.6526 -1.5731
H -1.0264 -3.1469 -1.9767
H -1.8800 -4.3945 -1.0505
H 1.0589 -2.2766 -1.2091
H 1.5493 -2.3474 0.4967
```

Below is a structure of composition C21H23N3O, with properties calculated with ωB97M-V/def2-TZVPD.

## Properties
* net charge: 0
* HOMO-LUMO gap: 7.1 eV
* ΔE to the lowest compared entry with this formula, charge and spin: 462.84 kcal/mol
* lowest unoccupied orbital energy: -0.3 eV
* HOMO: -7.384 eV

Structure (XYZ):
```
48
C21H23N3O (ωB97M-V/def2-TZVPD)
O -3.2643 -1.2636 -2.0807
C -2.6925 -0.9106 -1.2090
C -2.0671 0.2788 -1.0751
C -1.4032 0.9040 0.1345
N -0.7297 2.2093 -0.2081
C -1.0199 2.4736 -1.3263
C -0.6883 3.6643 -1.9484
C -0.9485 3.4708 -3.5362
C -1.6088 2.3951 -4.0952
C -2.0500 1.3919 -3.3824
C -1.7895 1.1118 -1.9247
H -2.4718 0.3646 -3.8013
H -1.7972 2.6541 -5.2247
H -0.8390 4.3345 -4.0436
H -0.0981 4.3151 -1.7428
H -0.4595 2.7499 0.7468
H -1.3407 0.6314 1.1868
C -2.5090 -1.8077 0.2032
N -1.2024 -2.1363 0.3985
C -0.9892 -2.5468 1.9662
C 0.6383 -2.3032 2.2104
N 1.4018 -2.3757 1.3038
C 0.8906 -3.3487 0.1829
C -0.4830 -2.8660 -0.2804
H -0.8924 -4.0054 -0.8847
H -0.3362 -2.2681 -1.4262
H 1.7762 -3.1955 -0.6904
H 0.8170 -4.3741 0.6016
C 1.7411 -0.9614 0.6493
C 2.4707 -0.0507 1.4700
C 3.3234 -0.7617 2.3891
C 4.1756 0.1591 3.1906
C 3.9270 1.5405 3.1187
C 3.2493 2.1991 2.1273
C 2.4910 1.3136 1.3260
H 1.6836 1.5201 0.5363
H 3.1826 3.1135 1.8722
H 4.3712 2.2831 3.9710
H 4.6884 -0.2757 4.0519
H 3.3828 -1.8353 2.6816
H 0.7082 -0.3437 0.2464
H 2.2704 -1.2147 -0.1023
H 0.7085 -1.2631 2.8022
H 0.9533 -2.8966 3.0139
H -1.0611 -3.7193 1.9681
H -1.6545 -1.9033 2.4190
H -3.0422 -2.6926 -0.1527
H -3.1030 -1.2157 0.8706
```

Calculated DFT total energy, -110103.692 -85425.654 -75867.935 -70214.025 -28649.867 eV (same order as the records).